[1]
The following is a DFT calculation (ωB97M-V/def2-TZVPD) of a molecular structure, CH17O11Sn in a non-equilibrium geometry.

Structure (XYZ):
```
30
Properties=species:S:1:pos:R:3:nbo_charge:R:1
Sn 0.08827 -0.07130 -0.04860 1.522
C 1.92727 1.92370 1.19040 0.950
O 2.40227 1.15870 0.31640 -0.837
O 2.72327 2.91770 1.64440 -0.689
O 0.74227 1.95370 1.55640 -0.750
H 3.56727 2.84270 1.12540 0.490
O -1.50373 -2.31830 0.55640 -0.952
H -1.85873 -2.62630 -0.23560 0.477
H -2.08973 -1.79930 1.13640 0.504
O 1.33827 0.33470 -2.30360 -0.952
H 2.24127 0.04470 -2.25160 0.504
H 1.35727 1.18570 -2.72160 0.500
O -1.24173 -0.16130 2.50440 -0.942
H -0.58473 -0.74330 2.86440 0.495
H -1.99773 -0.38430 3.05140 0.479
O -2.46773 0.84070 0.05640 -0.914
H -2.99873 0.96970 -0.72160 0.476
H -2.95873 0.26770 0.60740 0.475
O 1.31127 -1.33630 1.84840 -0.947
H 2.14927 -0.93230 2.09440 0.507
H 1.59927 -2.22430 1.88240 0.489
O 1.00527 -2.24630 -0.93060 -0.956
H 0.24227 -2.79130 -1.15860 0.494
H 1.75527 -2.87030 -0.90260 0.505
O -0.49173 2.39070 -1.25460 -0.937
H -0.30873 3.30070 -1.11360 0.501
H -1.16673 2.42270 -1.94360 0.469
O -1.33773 -0.77430 -2.05760 -0.971
H -1.18573 -0.21430 -2.83960 0.515
H -2.25773 -1.06030 -1.95160 0.495
```

Output
Total charge = +1
Kohn-Sham gap = 8.54 eV
Relative energy (zero: lowest compared OMol25 entry of this formula, charge and spin) = 11.6 kcal per mole



[2]
The following is a DFT calculation (ωB97M-V/def2-TZVPD) of a molecular structure, CH19MnO16P in a non-equilibrium geometry.

Structure (XYZ):
```
38
Properties=species:S:1:pos:R:3:nbo_charge:R:1
O 1.12164 2.87861 0.55955 -0.842
H 0.81585 3.66742 1.02328 0.506
H 2.05452 2.55878 0.94814 0.484
H 0.42933 2.12715 0.57196 0.537
Mn 1.41117 -0.49655 2.16495 1.572
C -0.18517 -0.31357 0.09245 0.989
O -0.96838 -0.31481 -0.92566 -0.888
O -0.08643 0.63620 0.94896 -0.897
O 0.61669 -1.26969 0.35071 -0.914
P 3.21747 1.46059 2.26771 2.494
O 3.13903 0.19640 1.42032 -1.294
O 4.33494 1.37957 3.32846 -1.212
O 1.83521 1.27364 2.98332 -1.282
O 3.15983 2.76781 1.40135 -1.122
O -1.88237 2.40813 2.43173 -0.969
H -1.93583 1.88860 3.23737 0.458
H -1.29321 1.89100 1.85497 0.500
O -2.91637 -2.30707 -1.73967 -0.965
H -3.63193 -1.66770 -1.70564 0.446
H -2.10433 -1.76639 -1.65980 0.507
O 1.45676 -3.64668 -0.88362 -0.979
H 1.20982 -2.78108 -0.49683 0.507
H 0.71281 -4.22181 -0.67477 0.465
O 2.62699 0.66716 -1.25008 -0.984
H 1.93694 0.00189 -1.18183 0.455
H 3.03335 0.68679 -0.35750 0.507
O -1.11129 1.41771 -3.16858 -0.963
H -1.98521 1.18172 -3.49069 0.447
H -1.00990 0.90484 -2.34030 0.501
O -3.37060 0.84785 -0.08714 -0.969
H -2.47266 0.59586 -0.40962 0.504
H -3.96965 0.52736 -0.76655 0.439
O 0.32229 -1.91134 -2.94075 -0.993
H -0.08467 -1.21883 -2.38350 0.483
H 0.77851 -2.49655 -2.30846 0.479
O -1.66256 -2.84854 1.26240 -0.969
H -1.07276 -2.38027 0.65502 0.488
H -2.46985 -2.32422 1.26835 0.471
```

Output
Multiplicity = 6
Total charge = -2
Kohn-Sham gap (alpha / beta) = 6.49 / 6.49 eV



Which of these has the highest total charge? CH17O11Sn



Repeat the second record exactly.
The following is a DFT calculation (ωB97M-V/def2-TZVPD) of a molecular structure, CH19MnO16P in a non-equilibrium geometry.

Structure (XYZ):
```
38
Properties=species:S:1:pos:R:3:nbo_charge:R:1
O 1.12164 2.87861 0.55955 -0.842
H 0.81585 3.66742 1.02328 0.506
H 2.05452 2.55878 0.94814 0.484
H 0.42933 2.12715 0.57196 0.537
Mn 1.41117 -0.49655 2.16495 1.572
C -0.18517 -0.31357 0.09245 0.989
O -0.96838 -0.31481 -0.92566 -0.888
O -0.08643 0.63620 0.94896 -0.897
O 0.61669 -1.26969 0.35071 -0.914
P 3.21747 1.46059 2.26771 2.494
O 3.13903 0.19640 1.42032 -1.294
O 4.33494 1.37957 3.32846 -1.212
O 1.83521 1.27364 2.98332 -1.282
O 3.15983 2.76781 1.40135 -1.122
O -1.88237 2.40813 2.43173 -0.969
H -1.93583 1.88860 3.23737 0.458
H -1.29321 1.89100 1.85497 0.500
O -2.91637 -2.30707 -1.73967 -0.965
H -3.63193 -1.66770 -1.70564 0.446
H -2.10433 -1.76639 -1.65980 0.507
O 1.45676 -3.64668 -0.88362 -0.979
H 1.20982 -2.78108 -0.49683 0.507
H 0.71281 -4.22181 -0.67477 0.465
O 2.62699 0.66716 -1.25008 -0.984
H 1.93694 0.00189 -1.18183 0.455
H 3.03335 0.68679 -0.35750 0.507
O -1.11129 1.41771 -3.16858 -0.963
H -1.98521 1.18172 -3.49069 0.447
H -1.00990 0.90484 -2.34030 0.501
O -3.37060 0.84785 -0.08714 -0.969
H -2.47266 0.59586 -0.40962 0.504
H -3.96965 0.52736 -0.76655 0.439
O 0.32229 -1.91134 -2.94075 -0.993
H -0.08467 -1.21883 -2.38350 0.483
H 0.77851 -2.49655 -2.30846 0.479
O -1.66256 -2.84854 1.26240 -0.969
H -1.07276 -2.38027 0.65502 0.488
H -2.46985 -2.32422 1.26835 0.471
```

Output
Multiplicity = 6
Total charge = -2
Kohn-Sham gap (alpha / beta) = 6.49 / 6.49 eV



Which value of total charge does entry 1 give? +1